Model A:
Here is a cluster of 2 separate species, C6H12N3O in total from OMol25. Energies are from the ωB97M-V functional and the def2-TZVPD basis.

The geometry in ORCA input format:
```
! wB97M-V def2-TZVPD RIJCOSX def2/J DEFGRID3
* xyz 1 1
C -2.02122 -0.09585 -0.67360
C -1.01929 -0.70814 0.21643
C -3.25380 0.12366 -0.26557
C 0.58939 1.89147 0.30900
C 1.77260 1.34856 0.53446
C 0.23199 -1.08196 -0.04949
N -4.27896 0.58425 0.15928
N 1.08899 -1.65437 0.92238
N 0.86773 -0.80451 -1.32474
O 2.74187 0.86419 -0.36151
H -1.86844 -0.20975 -1.69963
H -1.23203 -0.84959 1.37098
H 0.20993 2.06190 -0.70386
H -0.03670 2.15473 1.18932
H 2.08636 1.14860 1.54455
H -5.00171 -0.15527 0.46826
H 0.67150 -2.25791 1.63381
H 1.70972 -0.92566 1.39398
H 1.38883 -1.66368 -1.66819
H 1.57704 -0.08230 -1.19748
H 0.32496 -0.40112 -2.06147
H 3.45126 0.71274 0.26308
*
```

Properties
* HOMO: -11.97 eV
* E_LUMO: -0.1112 Ha
* Kohn-Sham gap: 8.949 eV

Results of the Löwdin charge analysis, in e, for atoms 1 through 5:
1 C -0.10
2 C -0.06
3 C -0.17
4 C 0.03
5 C -0.28

=====

Model B:
Here is the ion C6H12N3O with charge +1 from OMol25. Energies are from the ωB97M-V functional and the def2-TZVPD basis.

The geometry in ORCA input format:
```
! wB97M-V def2-TZVPD RIJCOSX def2/J DEFGRID3
* xyz 1 1
C 0.41042 -0.04034 0.35368
C -0.67552 0.69616 0.00747
C 1.74035 -1.34871 1.60125
C -2.92300 1.63268 0.63546
C 1.98108 -1.44504 -2.63083
C -1.46009 1.41204 0.94136
N 1.04234 -0.70163 -1.84309
N 2.54436 -1.34488 0.46251
N 1.15634 -0.55212 -0.67516
O 0.78742 -0.25363 1.62278
H -0.96913 0.81138 -0.97705
H 1.06370 -2.13715 1.49975
H 2.23922 -1.16432 2.63103
H -3.33422 0.72076 0.38852
H -2.88570 2.19352 -0.39063
H -3.32696 2.30332 1.48623
H 2.53495 -0.55206 -3.15041
H 1.27308 -1.95492 -3.28030
H 2.50888 -2.28539 -2.00340
H -1.25414 0.86615 1.79615
H -0.97841 2.45668 1.32380
H 3.11628 -0.52588 0.61232
*
```

Properties
* HOMO: -13.23 eV
* E_LUMO: -0.2030 Ha
* Kohn-Sham gap: 7.703 eV

Results of the Löwdin charge analysis, in e, for atoms 1 through 5:
1 C -0.30
2 C 0.03
3 C -0.22
4 C -0.07
5 C -0.02

=====

Energies, relative to the best one, in eV: model A 0.000; model B 3.403.

=====

Model A:
Here is an isolated molecule of C4H9NO2 from OMol25. Energies are from the ωB97M-V functional and the def2-TZVPD basis.

The geometry in ORCA input format:
```
! wB97M-V def2-TZVPD RIJCOSX def2/J DEFGRID3
* xyz 0 1
N 0.03773 -2.82118 0.08094
C -0.48579 -1.60774 0.17619
O -1.32873 -1.43989 1.18827
C -0.18074 -0.52914 -0.77550
C 0.48368 0.30029 0.31144
C 0.18288 1.75555 0.21147
O 0.64181 2.28121 -1.05030
H -0.02127 -3.45883 0.86159
H 0.60581 -3.07033 -0.71447
H 0.40121 -0.86017 -1.64978
H -1.10528 -0.05569 -1.12451
H -1.09832 -0.48729 1.39509
H 1.55548 0.09144 0.35297
H -0.90468 1.94612 0.29759
H 0.66733 2.29503 1.04160
H 0.42042 3.22141 -1.07367
*
```

Properties
* HOMO: -6.68 eV
* E_LUMO: 0.0234 Ha
* Kohn-Sham gap: 7.315 eV

Results of the Löwdin charge analysis, in e, for atoms 1 through 5:
1 N 0.22
2 C -0.43
3 O 0.07
4 C -0.17
5 C -0.22

=====

Model B:
Here is an isolated molecule of C4H9NO2 from OMol25. Energies are from the ωB97M-V functional and the def2-TZVPD basis.

The geometry in ORCA input format:
```
! wB97M-V def2-TZVPD RIJCOSX def2/J DEFGRID3
* xyz 0 1
C -1.29905 1.36566 -0.43462
C -0.27347 0.52717 0.33012
C -0.71450 -0.93709 0.40770
O -0.24589 -1.56193 1.59106
N 1.10927 0.60460 -0.27440
C 1.87419 -0.46684 -0.64484
O 1.48687 -1.53719 -1.08539
H -0.89776 2.35156 -0.67611
H -2.21240 1.51884 0.15906
H -1.58709 0.87476 -1.37092
H -0.16355 0.91360 1.35102
H -1.80279 -1.05791 0.30178
H -0.24617 -1.40198 -0.45907
H 0.33199 -2.28451 1.31793
H 1.68105 1.39735 -0.00291
H 2.95933 -0.30609 -0.51041
*
```

Properties
* HOMO: -9.71 eV
* E_LUMO: 0.0298 Ha
* structure (SMILES): C[C@@H](CO)NC=O
* Kohn-Sham gap: 10.523 eV

Results of the Löwdin charge analysis, in e, for atoms 1 through 5:
1 C -0.06
2 C -0.32
3 C -0.25
4 O -0.05
5 N 0.07

=====

Energies, relative to the best one, in eV: model A 2.545; model B 0.000.

=====

Model A:
Here is an isolated molecule of C4H9NO2 from OMol25. Energies are from the ωB97M-V functional and the def2-TZVPD basis.

The geometry in ORCA input format:
```
! wB97M-V def2-TZVPD RIJCOSX def2/J DEFGRID3
* xyz 0 1
C -1.16892 1.45428 -0.30285
C -0.27760 0.36649 0.29874
C -0.91155 -1.02786 0.16616
O -0.34719 -2.02449 0.98054
N 1.02679 0.41926 -0.37560
C 2.06569 -0.41308 -0.15555
O 2.12514 -1.32398 0.66411
H -0.70522 2.44587 -0.23013
H -2.12330 1.49493 0.22967
H -1.38121 1.24861 -1.35958
H -0.12409 0.56647 1.36690
H -1.95793 -0.94778 0.47813
H -0.91606 -1.29408 -0.91089
H 0.61137 -1.88472 1.03927
H 1.16381 1.13334 -1.07668
H 2.92026 -0.21327 -0.81223
*
```

Properties
* HOMO: -9.83 eV
* E_LUMO: 0.0263 Ha
* structure (SMILES): C[C@@H](CO)NC=O
* Kohn-Sham gap: 10.547 eV

Results of the Löwdin charge analysis, in e, for atoms 1 through 5:
1 C -0.06
2 C -0.34
3 C -0.24
4 O -0.07
5 N 0.06

=====

Model B:
Here is an isolated molecule of C4H9NO2 from OMol25. Energies are from the ωB97M-V functional and the def2-TZVPD basis.

The geometry in ORCA input format:
```
! wB97M-V def2-TZVPD RIJCOSX def2/J DEFGRID3
* xyz 0 1
C 1.21964 -1.59544 0.32494
N 0.73499 -0.36571 -0.38613
C -0.15327 0.55727 0.33786
C -0.23448 1.87372 -0.43612
C -1.58899 -0.10729 0.26126
O -2.48240 0.52140 0.71578
O -1.73346 -1.18263 -0.44133
H 2.19825 -1.38835 0.89470
H 0.42248 -1.63144 1.05971
H 1.24314 -2.54119 -0.25694
H 1.54000 0.06041 -0.86751
H 0.16114 0.63080 1.36066
H -0.45090 1.67381 -1.55619
H -0.95716 2.62329 0.01054
H 0.89309 2.42149 -0.32084
H -0.81206 -1.55016 -0.70039
*
```

Properties
* HOMO: -9.34 eV
* E_LUMO: 0.0270 Ha
* structure (SMILES): CN[C@@H](C)C(=O)O
* Kohn-Sham gap: 10.072 eV

Results of the Löwdin charge analysis, in e, for atoms 1 through 5:
1 C -0.10
2 N -0.15
3 C -0.33
4 C -0.07
5 C -0.57

=====

Model C:
Here is an isolated molecule of C4H9NO2 from OMol25. Energies are from the ωB97M-V functional and the def2-TZVPD basis.

The geometry in ORCA input format:
```
! wB97M-V def2-TZVPD RIJCOSX def2/J DEFGRID3
* xyz 0 1
C 2.16699 -0.37262 -1.09176
N 0.88912 0.05556 -0.56045
C 0.89745 0.79297 0.46782
O -0.17933 1.23699 1.11234
C -1.48235 0.84524 0.64060
C -1.72794 -0.66572 0.59357
O -1.54883 -1.23708 -0.67070
H 2.24040 -1.46282 -1.01665
H 2.23546 -0.11458 -2.15285
H 3.02523 0.07057 -0.56593
H 1.80791 1.16721 0.94883
H -2.16069 1.33401 1.34282
H -1.64581 1.26917 -0.35294
H -1.09326 -1.12720 1.36696
H -2.76444 -0.86235 0.87869
H -0.65993 -0.92936 -0.94038
*
```

Properties
* HOMO: -9.86 eV
* E_LUMO: 0.0362 Ha
* structure (SMILES): C/N=C/OCCO
* Kohn-Sham gap: 10.843 eV

Results of the Löwdin charge analysis, in e, for atoms 1 through 5:
1 C -0.12
2 N -0.01
3 C -0.24
4 O -0.05
5 C -0.14

=====

Energies, relative to the best one, in eV: model A 0.000; model B 1.083; model C 0.963.